(1)
The following is a DFT calculation (the ωB97M-V functional and the def2-TZVPD basis) of a cluster of 7 separate species, C17H48O7 in total.

```
! wB97M-V def2-TZVPD RIJCOSX def2/J DEFGRID3
* xyz -1 2
C 2.79344 -5.00518 1.39814
C 2.80282 -3.60761 0.65784
O 1.56836 -3.46226 0.03097
H 2.31812 -5.75133 0.76141
H 2.27708 -4.94874 2.35641
H 3.81031 -5.38177 1.50882
H 3.65563 -3.45953 -0.00464
H 2.83647 -2.83421 1.42518
H 1.60718 -4.11094 -0.67566
C 3.68842 2.42399 -0.59166
C 3.08664 1.32305 -1.44955
O 3.24084 1.76543 -2.76493
H 3.03807 3.29376 -0.68473
H 4.72910 2.60032 -0.86366
H 3.70805 2.13004 0.45777
H 2.03386 1.11853 -1.25484
H 3.69052 0.42012 -1.35921
H 3.18148 1.00521 -3.34814
C -1.67469 -4.24921 -0.68164
C -1.41299 -5.64902 -0.16189
O -2.53221 -6.02000 0.63170
H -2.33813 -4.23715 -1.54639
H -0.72140 -3.83101 -1.00485
H -2.05895 -3.63328 0.13142
H -0.50012 -5.66113 0.43363
H -1.33621 -6.34454 -0.99762
H -3.20971 -6.29750 0.01074
C 0.52626 -2.15236 3.62260
C 0.15602 -0.72769 3.81578
O 0.97328 0.17291 3.09392
H -0.07709 -2.76238 4.29487
H 1.54792 -2.47615 3.82126
H 0.38878 -2.50544 2.60058
H 0.18198 -0.43865 4.86645
H -0.87741 -0.53316 3.52894
H 0.93806 -0.20171 2.21074
C -3.57094 1.74032 -4.97992
C -3.45220 1.60924 -3.46584
C -2.63354 2.73236 -2.76906
O -4.77008 1.67059 -2.98662
H -4.09508 0.84605 -5.31705
H -2.56346 1.69467 -5.39344
H -4.11862 2.61809 -5.32299
H -2.99249 0.65383 -3.21293
H -3.04619 3.70202 -3.04756
H -1.63100 2.79954 -3.19154
H -2.56177 2.54601 -1.69751
H -5.06274 2.56315 -3.18486
C -1.06378 0.57033 0.42389
C -0.43267 -0.74724 -0.02543
C -0.56529 -0.87874 -1.52899
O 0.91439 -0.70402 0.32563
H -0.51420 1.38509 -0.04753
H -0.93959 0.73428 1.49432
H -2.12366 0.65251 0.18310
H -0.88628 -1.66310 0.35343
H -0.01382 -1.75665 -1.86552
H -0.12152 -0.01302 -2.02061
H -1.61274 -1.02986 -1.78996
H 1.33623 -1.54018 0.11469
C -0.01377 3.79198 1.87915
C 0.15252 5.23183 2.40451
C 1.53420 5.80033 2.06728
O -0.76782 5.97097 1.68898
H 0.15582 3.76453 0.80278
H -1.00667 3.37216 2.04045
H 0.68381 3.09357 2.34142
H -0.04244 5.30462 3.47446
H 1.62415 5.93929 0.98993
H 2.27462 5.06406 2.37996
H 1.53470 6.74915 2.60379
H -1.64786 5.76081 2.00986
*
```

Expectation value of S² = 0.75
Relative energy (zero: lowest compared OMol25 entry of this formula, charge and spin) = 0.00 kcal per mole

Results of the Mulliken charge analysis, in e, for atoms 1 through 4:
1 C -1.266
2 C -1.063
3 O 1.808
4 H 0.201


(2)
The following is a DFT calculation (the ωB97M-V functional and the def2-TZVPD basis) of a cluster of 7 separate species, C17H48O7 in total.

```
! wB97M-V def2-TZVPD RIJCOSX def2/J DEFGRID3
* xyz 0 1
C -1.08857 -1.17305 0.24100
C -0.76535 -0.02850 1.23156
C 0.56885 -0.24043 2.00852
O -0.72850 1.23563 0.55033
H -0.29452 -1.16330 -0.51954
H -2.04153 -1.03751 -0.28027
H -1.08567 -2.16527 0.70486
H -1.55558 0.03717 2.00161
H 0.78134 0.60010 2.66686
H 1.42017 -0.36662 1.33730
H 0.50015 -1.14277 2.62482
H -1.64437 1.39985 0.22888
C -1.97332 3.62849 -1.18611
C -3.02760 3.38719 -0.10149
C -4.34883 4.07174 -0.36524
O -3.29614 2.00044 -0.06191
H -1.88531 4.69906 -1.37568
H -2.26244 3.14287 -2.12762
H -1.00622 3.23497 -0.88079
H -2.61686 3.69314 0.87419
H -4.26348 5.13697 -0.15368
H -5.17352 3.67178 0.23746
H -4.61625 3.97982 -1.42183
H -4.08780 1.84869 0.46324
C -1.86320 -4.43870 -1.74522
C -1.93524 -4.20608 -3.25111
C -1.22581 -2.89980 -3.72157
O -1.40223 -5.36125 -3.89558
H -2.59358 -3.79350 -1.24181
H -0.87180 -4.26408 -1.31844
H -2.15777 -5.47280 -1.52558
H -2.98152 -4.17086 -3.57156
H -0.14044 -3.01397 -3.79267
H -1.46775 -2.02700 -3.10281
H -1.59990 -2.68566 -4.72475
H -0.43869 -5.35107 -3.83049
C 0.99953 4.80916 0.80946
C 0.12506 4.73561 2.06338
C 0.80707 4.03101 3.23916
O -0.09588 6.08563 2.43837
H 1.16264 3.81228 0.38988
H 1.97347 5.25737 1.01818
H 0.51424 5.41658 0.04258
H -0.82966 4.23439 1.83417
H 1.04761 2.99582 2.95832
H 0.15129 3.99441 4.11381
H 1.74661 4.50745 3.53615
H -0.84540 6.12538 3.04460
C 3.20245 -4.40486 -0.72878
C 2.45748 -3.28544 0.05822
C 1.55767 -3.83090 1.16135
O 3.41178 -2.47394 0.73060
H 3.86990 -4.90288 -0.02310
H 3.77988 -3.96962 -1.54400
H 2.53939 -5.16688 -1.15281
H 1.88426 -2.65018 -0.63305
H 2.18961 -4.40183 1.85077
H 0.82119 -4.53598 0.76820
H 1.04155 -3.06431 1.73858
H 3.88052 -1.90965 0.10819
C 0.48616 1.48127 -3.05983
O 1.32695 1.22856 -4.16385
H 0.65958 0.73643 -2.29107
H 0.70975 2.46547 -2.62446
H -0.57974 1.47275 -3.33782
H 0.96107 1.68727 -4.92529
C 3.76973 -1.62092 3.83509
O 3.63843 -2.95052 3.40376
H 2.78551 -1.13000 3.82538
H 4.12213 -1.61606 4.86417
H 4.46035 -1.02576 3.21569
H 3.43707 -2.90278 2.46113
*
```

Relative energy (zero: lowest compared OMol25 entry of this formula, charge and spin) = 9.88 kcal per mole

Results of the Mulliken charge analysis, in e, for atoms 1 through 4:
1 C -0.866
2 C 0.377
3 C -1.387
4 O -0.317


M? In order: 364.56 364.56 u.